No. 1
Computed, not measured: an isolated ion of composition C31H60NO and charge +1 at a distorted geometry, with ωB97M-V with the def2-TZVPD basis set.

Properties
E_HOMO = -0.4498 Ha
Largest force on an atom = 2.63 eV/Å
Charge = +1
LUMO = -2.47 eV

Atoms and positions in Å:
O  -0.32535  -4.36872  1.83977
N  0.38867  -2.37258  0.99459
C  1.80968  -3.56792  2.89681
C  4.69559  2.05149  1.26989
C  4.76596  0.52449  1.76376
C  -0.59344  0.78528  -3.06340
C  -0.10724  1.16672  0.41670
C  -0.75933  -4.30796  0.44753
C  0.66752  0.11291  -3.74436
C  0.51016  0.14783  0.64353
C  3.89277  0.32307  3.08354
C  3.90448  -1.21157  3.58218
C  -3.39063  -0.75782  -4.46856
C  -2.26627  0.19256  -5.06477
C  -4.56297  -0.00591  -3.69799
C  1.28388  -1.17590  0.86742
C  2.57012  3.43444  0.39568
C  0.29833  -3.27565  -0.21151
C  -5.79727  1.98665  0.78854
C  3.64113  2.29658  0.10240
C  0.67486  -2.35045  -2.70190
C  -4.48005  -0.41065  -2.15382
C  -6.00322  0.95565  -0.43437
C  -4.59541  0.84990  -1.17267
C  -0.39654  3.62719  3.01059
C  1.96155  3.40819  1.86736
C  0.59319  4.21706  1.90712
C  -0.31393  -2.51489  -1.46364
C  1.39899  -0.94160  -2.80993
C  -1.71887  1.28625  -4.06290
C  0.41764  -3.19788  2.25791
C  2.56618  -1.48489  4.38791
C  2.04916  -2.98607  4.34692
H  -5.21025  1.46292  1.59727
H  -6.34015  -0.02945  0.01065
H  -1.74153  -3.73086  0.32995
H  -1.28733  3.08911  2.55879
H  -5.20659  2.86936  0.39037
H  1.73337  2.33815  2.17669
H  4.01034  -1.82681  2.63539
H  4.45781  -0.15527  0.91718
H  -4.40820  1.83021  -1.71275
H  -5.25599  -1.18929  -1.90064
H  -0.77393  4.47378  3.66167
H  1.42328  0.94030  -3.94227
H  -4.56106  1.10722  -3.88127
H  -3.82651  0.69113  -0.34536
H  -5.55586  -0.41265  -4.07544
H  0.11973  2.88998  3.70785
H  1.59099  -0.43738  -1.81771
H  2.68730  -1.08738  5.44488
H  2.60983  -3.31040  2.14451
H  4.24346  0.97582  3.93393
H  -0.57433  -1.98524  1.02371
H  2.70070  3.88160  2.58871
H  1.83237  -4.70147  2.99427
H  5.71899  2.30023  0.83618
H  -3.47051  -0.88581  -1.92958
H  3.06213  1.35794  -0.18871
H  -1.18062  -3.15804  -1.83141
H  0.47196  -0.37443  -4.74033
H  1.69455  3.26091  -0.31066
H  2.81996  -3.61562  4.89862
H  1.20005  -3.90295  -0.45698
H  -1.48147  -0.46289  -5.53553
H  -0.94174  1.91472  0.39479
H  -2.90679  -1.59307  -3.87506
H  -0.23943  -2.60016  2.95473
H  -0.91549  -5.28394  -0.08352
H  0.75982  5.31220  2.12623
H  4.57125  2.75721  2.14904
H  -6.81188  1.39719  -1.08338
H  5.85751  0.29059  1.97843
H  -0.20611  1.71623  -2.53001
H  1.73573  -0.84345  3.93311
H  1.49003  -3.13531  -2.56810
H  0.09383  4.11096  0.90202
H  -2.75166  0.76096  -5.92600
H  2.82680  0.58167  2.77878
H  1.09250  -3.01173  4.96532
H  2.42585  -1.13824  -3.26414
H  1.91281  -1.03835  1.79781
H  2.02074  -1.40692  0.03431
H  4.82930  -1.44111  4.19978
H  -1.09519  0.16286  -2.26777
H  -3.87582  -1.27309  -5.36306
H  0.12508  -2.61040  -3.65300
H  4.21151  2.62625  -0.82552
H  -0.77059  -1.55388  -1.09044
H  2.95806  4.47551  0.19719
H  -6.80057  2.28791  1.20167
H  -2.54191  1.73457  -3.41518
H  -1.32043  2.15596  -4.67424

Atomic partial charges in e from the Löwdin method, atoms 1 to 2:
1 O -0.080
2 N -0.040

No. 2
Computed, not measured: a 12-piece molecular cluster, C31H61Cl22INO4 overall at a distorted geometry, with ωB97M-V with the def2-TZVPD basis set.

Properties
E_HOMO = -0.1882 Ha
Largest force on an atom = 5.67 eV/Å
Charge = -1
LUMO = 1.76 eV

Atoms and positions in Å:
I  -4.43618  -3.87087  -4.69526
Cl  -5.49856  -0.35953  -5.37347
Cl  -0.11985  -0.27472  3.52889
Cl  -3.46222  0.07171  2.51233
Cl  2.45255  -1.91052  -10.47724
Cl  1.83683  -3.57470  -7.55550
Cl  2.86822  -1.44114  4.70026
Cl  2.38546  5.23464  -0.17033
Cl  5.63782  1.55317  -0.28261
Cl  -2.43586  -5.37792  6.87934
Cl  4.16842  2.38313  -3.26699
Cl  2.29035  3.41949  2.73499
Cl  -2.22657  -6.88647  -0.33369
Cl  -5.41890  -4.24221  5.65238
Cl  -3.15804  3.30291  3.60806
Cl  3.32406  4.09386  9.17395
Cl  1.04270  2.33353  7.33580
Cl  -7.73064  -2.15024  -7.23912
Cl  -2.44668  -4.80637  2.35526
Cl  0.51437  7.00055  8.24420
Cl  1.56223  6.84281  -6.09897
Cl  -2.17757  7.58015  10.26796
Cl  3.10887  5.21249  -3.52400
O  -1.35840  0.35612  -1.44246
O  3.50408  -2.70289  -4.54884
O  1.03521  -1.30451  -3.22477
O  0.63699  -0.10979  -0.44908
N  -1.23238  -1.75516  -3.43082
C  -1.29509  6.04518  10.06659
C  -7.11614  -0.51231  -7.57774
C  1.11510  0.64604  4.41593
C  5.61067  0.58299  -1.77626
C  5.66503  1.44494  -3.02258
C  2.84068  -3.02724  -3.29724
C  3.11543  4.12527  7.40363
C  -3.63619  -6.03109  1.84724
C  -2.00629  2.39808  2.58776
C  -3.10206  -4.72757  -2.07172
C  -2.72232  -3.75592  -3.28999
C  2.30621  -1.62510  -2.66034
C  -4.18970  -3.29982  6.53433
C  2.78204  3.51026  0.03368
C  1.66465  3.96951  6.99691
C  -2.77992  -3.75845  6.21813
C  -0.10931  -1.66002  -2.42664
C  -2.70532  1.43791  1.64717
C  3.77604  -3.86149  -2.30299
C  0.18610  6.26370  9.83330
C  -2.97355  -7.25160  1.24126
C  1.01566  6.74317  -4.40515
C  2.47146  -1.91878  -7.73633
C  -0.34188  -0.41107  -1.40392
C  1.92191  2.84103  1.08311
C  2.17534  6.72516  -3.42988
C  0.03886  -2.95386  -1.50677
C  -5.67408  -0.34182  -7.14457
C  2.51873  0.19078  4.07337
C  1.88399  -1.21017  -8.93956
C  -2.50643  -2.20439  -2.81651
H  -3.47994  1.93987  1.06578
H  -5.03548  -1.12590  -7.55547
H  1.02454  4.68822  7.50992
H  -1.44647  3.13790  2.01171
H  -7.19926  -0.36054  -8.65591
H  -1.75478  5.49560  9.24365
H  3.49526  5.08859  7.05774
H  3.73964  3.33924  6.97553
H  0.79362  -1.24593  -8.93393
H  -2.05838  -3.07389  6.66825
H  2.68676  0.18277  2.99514
H  2.20953  -1.37896  -6.82369
H  0.32601  -3.88373  -2.11586
H  -2.59670  -3.78585  5.14259
H  -2.56644  -2.11965  -1.68162
H  0.39208  7.62068  -4.22272
H  1.56201  4.12969  5.92133
H  3.24764  0.86584  4.52639
H  -1.98126  1.00714  0.94946
H  2.19028  -0.16238  -8.93749
H  2.86012  7.55683  -3.60430
H  3.15168  -4.62313  -1.69907
H  -4.32896  -5.56017  1.14782
H  2.10432  1.76441  1.07719
H  0.62374  6.90476  10.60005
H  6.48358  -0.07203  -1.74146
H  -1.81573  -4.12580  -3.88684
H  -3.71838  -8.03092  1.06728
H  -0.90415  -3.20130  -0.88915
H  6.50134  2.14523  -2.99059
H  -3.36520  -1.61928  -3.30901
H  -4.10837  -4.35710  -1.64194
H  0.98532  1.69336  4.13612
H  -7.77199  0.20473  -7.08167
H  4.40623  -3.21749  -1.59559
H  1.80034  6.80121  -2.40712
H  -1.36534  -0.76124  -3.70889
H  5.78499  0.81108  -3.90358
H  -5.29506  0.62223  -7.49011
H  -2.34184  -4.74015  -1.22898
H  0.85992  3.00601  0.89787
H  1.90776  -3.64219  -3.56408
H  3.55931  -1.97822  -7.79605
H  3.84124  3.43697  0.27602
H  3.05826  -0.83852  -3.05911
H  -1.44440  5.47232  10.98387
H  -4.40714  -3.37591  7.60094
H  0.70970  5.30518  9.85127
H  -3.27324  -5.81136  -2.40956
H  3.03044  -3.23044  -5.22648
H  0.39093  5.85463  -4.30260
H  0.86246  -2.83374  -0.70541
H  -2.20219  -7.65880  1.89701
H  -4.31591  -2.25766  6.23427
H  -4.19672  -6.31754  2.73961
H  0.91161  0.55108  5.48327
H  4.45686  -4.51546  -2.97115
H  -1.30953  1.87999  3.24454
H  2.62002  3.03271  -0.93408
H  4.71531  -0.04102  -1.75799
H  2.39412  -1.58293  -1.52760

Atomic partial charges in e from the Löwdin method, atoms 1 to 2:
1 I 0.690
2 Cl 0.507